Here is a 11-piece molecular cluster, C64H55F9N2 overall at a distorted geometry from the OMol25 dataset. Energies are from ωB97M-V/def2-TZVPD.

The geometry in XYZ format:
```
130
Properties=species:S:1:pos:R:3:mulliken_charge:R:1
F -10.7870 20.0220 -19.1639 -0.415
C -11.7350 19.1390 -19.5529 0.070
C -13.0568 19.4070 -19.3047 -0.506
C -13.9917 18.4248 -19.6349 -0.496
C -13.5828 17.2560 -20.2624 -0.869
C -12.2316 17.0120 -20.5089 0.343
C -11.3090 17.9827 -20.1666 -0.068
H -13.3755 20.3092 -18.8000 0.455
H -15.0280 18.5218 -19.3410 0.403
H -14.3363 16.4899 -20.4115 0.454
H -11.9591 16.0506 -20.9231 0.149
H -10.2395 17.8284 -20.2546 0.536
F -12.7870 20.0323 -14.0246 -0.354
C -13.4107 18.9429 -14.5299 0.210
C -12.9714 18.4355 -15.7426 -0.786
C -13.6365 17.3601 -16.3143 0.650
C -14.6301 16.7303 -15.5772 -0.901
C -15.0937 17.2629 -14.3763 -0.623
C -14.4930 18.4019 -13.8642 -0.586
H -12.1864 18.9695 -16.2649 0.737
H -13.3691 17.1003 -17.3309 0.292
H -15.1962 15.9233 -16.0330 0.557
H -15.8876 16.7506 -13.8513 0.436
H -14.8175 18.8476 -12.9312 0.431
F -9.5994 10.5438 -17.9688 -0.368
C -10.4627 10.1987 -16.9877 0.292
C -10.2847 9.0262 -16.2822 -0.585
C -11.1583 8.7673 -15.2312 -0.544
C -12.1653 9.6529 -14.8987 -0.778
C -12.3196 10.8478 -15.5980 -0.720
C -11.3992 11.1210 -16.5908 0.123
H -9.5360 8.3077 -16.5923 0.488
H -11.0470 7.8708 -14.6348 0.391
H -12.8143 9.3914 -14.0727 0.510
H -13.1326 11.4975 -15.3059 0.644
H -11.4339 12.0802 -17.1003 0.564
F -14.3189 8.8052 -22.7595 -0.334
C -12.9864 8.9609 -22.6560 0.037
C -12.2167 8.9873 -23.7982 -0.658
C -10.8306 9.0936 -23.6778 -0.419
C -10.2327 9.2838 -22.4392 -0.819
C -11.0551 9.4084 -21.3229 -0.352
C -12.4321 9.2349 -21.4132 0.011
H -12.5926 8.7591 -24.7870 0.502
H -10.2179 9.0820 -24.5710 0.424
H -9.1610 9.3509 -22.3089 0.490
H -10.6388 9.5622 -20.3327 0.548
H -13.0264 9.2609 -20.5089 0.544
F -7.4949 11.8302 -21.9117 -0.383
C -8.3247 12.8680 -22.1517 0.497
C -8.3253 13.9321 -21.2657 -0.584
C -9.0950 15.0459 -21.5818 -0.557
C -9.8578 15.0479 -22.7477 -0.372
C -9.8542 13.9623 -23.6169 -0.599
C -9.0550 12.8620 -23.3135 -0.317
H -7.6699 13.9001 -20.4047 0.501
H -9.0664 15.9352 -20.9672 0.296
H -10.5271 15.8859 -22.9181 0.407
H -10.4105 14.0194 -24.5394 0.672
H -9.0518 12.0064 -23.9765 0.450
F -19.7636 12.3382 -19.0173 -0.327
C -18.8963 12.1003 -20.0275 0.234
C -17.8110 11.2924 -19.7959 -0.384
C -17.0052 10.9103 -20.8673 -0.151
C -17.2990 11.3887 -22.1377 -0.760
C -18.3155 12.3123 -22.3249 -0.367
C -19.1408 12.6578 -21.2663 -0.528
H -17.6573 10.8397 -18.8243 0.374
H -16.2603 10.1414 -20.7038 0.504
H -16.6433 11.1078 -22.9547 0.510
H -18.5145 12.6649 -23.3287 0.454
H -19.9785 13.3344 -21.3795 0.436
F -14.1328 5.1870 -18.4674 -0.344
C -14.5778 6.4302 -18.2108 0.300
C -13.6874 7.4834 -18.2023 -0.636
C -14.1509 8.7637 -17.9598 -0.024
C -15.4925 8.9795 -17.7107 -0.734
C -16.3871 7.9148 -17.7372 -0.556
C -15.9230 6.6359 -17.9964 -0.501
H -12.6602 7.2487 -18.4610 0.483
H -13.4229 9.5666 -17.9821 0.560
H -15.8682 9.9794 -17.5241 0.619
H -17.4345 8.0989 -17.5432 0.405
H -16.5845 5.7762 -17.9969 0.440
F -9.9831 15.9724 -13.6339 -0.402
C -9.8650 15.9976 -14.9841 0.718
C -9.9117 17.2107 -15.6407 -1.196
C -9.5001 17.2238 -16.9675 -0.076
C -9.0571 16.0776 -17.6088 -0.719
C -9.0662 14.8735 -16.9163 -0.174
C -9.5333 14.8128 -15.6140 -0.426
H -10.2464 18.0797 -15.0952 0.628
H -9.4140 18.1910 -17.4548 0.509
H -8.8119 16.1012 -18.6612 0.295
H -8.7181 13.9481 -17.3618 0.400
H -9.5197 13.8888 -15.0506 0.504
F -13.9184 13.8174 -22.5316 -0.114
C -13.9957 13.3263 -23.7877 0.130
C -15.1673 13.5416 -24.4829 -0.595
C -15.2862 13.0209 -25.7626 -0.396
C -14.1934 12.3980 -26.3531 -0.771
C -13.0062 12.2422 -25.6493 -0.747
C -12.8845 12.7456 -24.3557 -0.108
H -15.9319 14.1569 -24.0260 0.454
H -16.1462 13.2720 -26.3700 0.438
H -14.2573 12.1702 -27.4104 0.382
H -12.2112 11.6878 -26.1327 0.455
H -11.9954 12.5380 -23.7797 0.871
C -12.0060 13.6692 -19.4506 -0.319
C -12.8502 12.6459 -19.8523 -0.488
C -13.9237 12.3251 -19.0323 -0.333
N -14.2117 12.9497 -17.9009 -0.273
C -13.3850 13.9562 -17.5637 -0.685
C -12.2564 14.3363 -18.2638 0.441
H -11.1615 13.9200 -20.0859 0.331
H -12.6421 12.0982 -20.7606 0.688
H -14.5350 11.4981 -19.3859 0.382
H -13.6752 14.3558 -16.5956 0.323
H -11.5090 15.0180 -17.8835 -0.270
C -12.1183 13.6387 -12.3812 -0.451
C -12.8903 13.9952 -13.4780 0.317
C -14.1975 13.5541 -13.5589 -0.333
N -14.7523 12.7204 -12.6855 -0.636
C -13.9758 12.2873 -11.7137 -0.368
C -12.6797 12.7473 -11.4889 -0.487
H -11.2743 14.2746 -12.1406 0.411
H -12.5294 14.6971 -14.2219 0.245
H -14.8574 13.8252 -14.3782 0.550
H -14.3684 11.5629 -11.0061 0.347
H -12.1879 12.4295 -10.5779 0.420
```

Calculated values
- E_tot: -94697.0000 eV
- Orbital gap: 9.8 eV
- LUMO energy: 0.583 eV
- HOMO energy: -9.223 eV
- SMILES: Fc1ccccc1.Fc1ccccc1.Fc1ccccc1.Fc1ccccc1.Fc1ccccc1.Fc1ccccc1.Fc1ccccc1.Fc1ccccc1.Fc1ccccc1.c1ccncc1.c1ccncc1